one:
The following is a DFT calculation (ωB97M-V with the def2-TZVPD basis set) of C32H63AsMnN3O11PSb as an isolated structure.

```
! wB97M-V def2-TZVPD RIJCOSX def2/J DEFGRID3
* xyz 1 4
Mn -0.626 -0.556 0.355
O 1.020 -0.868 -0.350
O 1.729 -0.670 0.759
O 0.901 1.222 -1.904
C -0.315 1.431 -1.802
C -1.041 2.592 -2.444
C -2.490 2.115 -2.446
C -2.481 0.913 -1.510
O -3.457 0.271 -1.196
N -1.170 0.623 -1.157
H -0.632 2.826 -3.425
H -0.897 3.451 -1.785
H -2.812 1.772 -3.430
H -3.209 2.853 -2.105
C -3.782 4.236 0.577
C -3.183 3.492 1.762
C -2.612 4.488 2.766
C -4.222 2.580 2.405
O -2.091 2.702 1.199
P -1.386 1.426 1.818
O -2.145 0.147 1.519
O -0.034 1.291 1.154
O -1.336 1.690 3.382
C -0.161 1.740 4.256
C -0.731 2.141 5.611
C 0.840 2.783 3.769
C 0.476 0.361 4.330
H -4.502 4.977 0.923
H -4.294 3.539 -0.087
H -2.993 4.749 0.025
H -3.409 5.123 3.152
H -1.863 5.117 2.283
H -2.149 3.963 3.599
H -5.085 3.162 2.726
H -3.794 2.075 3.271
H -4.545 1.825 1.686
H -1.111 3.163 5.580
H 0.042 2.076 6.376
H -1.550 1.475 5.883
H 0.339 3.738 3.598
H 1.298 2.461 2.837
H 1.616 2.922 4.521
H -0.234 -0.339 4.771
H 1.370 0.390 4.952
H 0.755 0.013 3.334
C -4.900 -3.199 -1.099
N -3.524 -2.893 -1.469
C -3.120 -2.967 -2.760
C -1.888 -2.585 -3.140
C -1.018 -1.972 -2.169
O 0.075 -1.471 -2.501
N -1.441 -1.945 -0.863
C -2.677 -2.392 -0.486
O -3.064 -2.393 0.679
H -5.306 -3.922 -1.801
H -5.501 -2.288 -1.106
H -4.917 -3.608 -0.094
H -3.848 -3.357 -3.457
H -1.552 -2.653 -4.163
C -2.861 -1.997 3.545
As -1.309 -2.803 2.724
C -1.590 -4.600 2.031
C -0.187 -3.257 4.259
O -0.309 -1.916 1.726
H -3.258 -2.707 4.269
H -3.586 -1.756 2.776
H -2.540 -1.083 4.039
H -1.116 -5.321 2.694
H -1.125 -4.637 1.048
H -2.650 -4.815 1.938
H -0.721 -3.993 4.861
H 0.060 -2.397 4.874
H 0.735 -3.697 3.881
C 3.715 0.228 -4.589
C 2.248 0.154 -4.192
C 1.533 1.467 -4.414
C 1.548 -0.988 -4.897
Sb 2.423 -0.296 -1.899
C 3.197 -2.480 -1.718
C 3.974 -2.627 -0.419
C 4.098 -2.770 -2.908
C 1.968 -3.375 -1.725
C 3.794 1.282 -0.773
C 2.929 2.368 -0.175
C 4.564 0.533 0.299
C 4.727 1.827 -1.838
H 3.769 0.388 -5.670
H 4.249 -0.696 -4.366
H 4.232 1.055 -4.107
H 1.583 1.705 -5.481
H 1.988 2.285 -3.857
H 0.485 1.392 -4.134
H 1.532 -0.766 -5.969
H 0.527 -1.095 -4.547
H 2.069 -1.935 -4.763
H 4.941 -2.127 -0.466
H 4.161 -3.693 -0.248
H 3.411 -2.252 0.432
H 4.965 -2.106 -2.936
H 3.570 -2.706 -3.857
H 4.471 -3.793 -2.809
H 1.300 -3.144 -0.898
H 2.297 -4.413 -1.614
H 1.409 -3.287 -2.657
H 2.137 1.959 0.449
H 2.484 2.999 -0.940
H 3.570 2.992 0.457
H 3.893 0.022 0.979
H 5.138 1.264 0.876
H 5.270 -0.178 -0.130
H 4.186 2.367 -2.616
H 5.338 1.047 -2.297
H 5.404 2.538 -1.355
*
```

lowest unoccupied orbital energy (spin up / spin down): -0.1335 / -0.1131 Eh
HOMO level (spin up / spin down): -10.86 / -10.30 eV

Mulliken population analysis, charges in e, atoms 1 to 4: number 1, Mn, carries -0.739; number 2, O, carries 1.795; number 3, O, carries -0.928; number 4, O, carries 0.036

---

two:
The following is a DFT calculation (ωB97M-V with the def2-TZVPD basis set) of C32H63AsMnN3O11PSb as an isolated structure.

```
! wB97M-V def2-TZVPD RIJCOSX def2/J DEFGRID3
* xyz 1 4
Mn 0.709 -1.798 0.112
O -0.373 -0.661 -0.774
O 0.303 0.572 -0.932
O 3.825 -1.763 0.632
C 3.543 -1.554 -0.514
C 4.521 -1.336 -1.659
C 3.640 -1.123 -2.875
C 2.220 -1.325 -2.361
O 1.231 -1.335 -3.077
N 2.244 -1.495 -1.009
H 5.163 -2.213 -1.731
H 5.160 -0.488 -1.415
H 3.823 -1.818 -3.693
H 3.706 -0.116 -3.291
C 3.256 3.554 0.640
C 3.397 2.411 1.640
C 3.479 2.953 3.058
C 4.583 1.530 1.292
O 2.168 1.651 1.467
P 1.751 0.407 2.360
O 2.780 -0.128 3.259
O 1.174 -0.568 1.309
O 0.455 0.992 3.086
C -0.133 0.480 4.308
C 0.173 -0.990 4.542
C -1.632 0.679 4.132
C 0.416 1.339 5.441
H 4.131 4.200 0.689
H 2.374 4.149 0.864
H 3.173 3.161 -0.376
H 4.330 3.628 3.139
H 3.602 2.146 3.774
H 2.576 3.512 3.297
H 5.498 2.122 1.336
H 4.471 1.150 0.277
H 4.664 0.691 1.976
H -0.104 -1.578 3.666
H -0.423 -1.337 5.388
H 1.226 -1.157 4.749
H -1.996 0.117 3.270
H -1.860 1.732 3.980
H -2.159 0.341 5.022
H 1.495 1.213 5.509
H -0.029 1.047 6.392
H 0.194 2.388 5.261
C -3.666 -3.269 3.372
N -2.311 -3.356 2.851
C -1.414 -4.239 3.354
C -0.147 -4.343 2.895
C 0.210 -3.422 1.865
O 1.337 -3.309 1.306
N -0.693 -2.544 1.392
C -1.983 -2.488 1.794
O -2.833 -1.766 1.309
H -3.773 -3.983 4.186
H -4.386 -3.493 2.585
H -3.857 -2.261 3.738
H -1.784 -4.860 4.159
H 0.567 -5.033 3.308
C -0.697 -3.775 -3.836
As -0.748 -4.216 -1.965
C -0.046 -5.987 -1.731
C -2.558 -4.146 -1.303
O 0.184 -3.192 -1.076
H -0.853 -4.686 -4.413
H 0.276 -3.337 -4.048
H -1.471 -3.049 -4.070
H -0.707 -6.720 -2.193
H 0.044 -6.179 -0.662
H 0.941 -6.035 -2.188
H -3.265 -4.410 -2.090
H -2.746 -3.129 -0.951
H -2.660 -4.842 -0.469
C -0.343 4.140 -3.523
C 0.283 2.800 -3.159
C 0.461 1.910 -4.387
C 1.639 2.989 -2.474
Sb -0.996 1.761 -1.746
C -1.582 2.870 0.020
C -2.143 1.846 1.001
C -2.604 3.940 -0.339
C -0.304 3.484 0.587
C -2.575 0.629 -2.693
C -1.978 -0.576 -3.409
C -3.577 0.179 -1.635
C -3.245 1.594 -3.677
H 0.261 4.606 -4.302
H -0.364 4.822 -2.673
H -1.353 4.041 -3.916
H 1.186 2.393 -5.046
H -0.460 1.791 -4.958
H 0.853 0.924 -4.126
H 2.343 3.379 -3.213
H 2.038 2.048 -2.095
H 1.595 3.704 -1.655
H -3.121 1.470 0.704
H -2.256 2.343 1.967
H -1.470 1.000 1.147
H -3.495 3.521 -0.806
H -2.190 4.705 -0.995
H -2.926 4.435 0.579
H 0.478 2.740 0.764
H -0.548 3.933 1.552
H 0.084 4.279 -0.050
H -1.610 -1.302 -2.681
H -1.147 -0.328 -4.067
H -2.769 -1.028 -4.015
H -3.121 -0.428 -0.852
H -4.340 -0.424 -2.135
H -4.092 1.025 -1.178
H -2.604 1.847 -4.522
H -3.577 2.516 -3.201
H -4.136 1.106 -4.077
*
```

lowest unoccupied orbital energy (spin up / spin down): -0.1159 / -0.1057 Eh
HOMO level (spin up / spin down): -11.27 / -11.29 eV

Mulliken population analysis, charges in e, atoms 1 to 4: number 1, Mn, carries -0.604; number 2, O, carries 1.586; number 3, O, carries -0.002; number 4, O, carries -0.539

---

So which one is most stable? That would be two, about 0.0561 hartree below the next structure.

---

one:
The following is a DFT calculation (ωB97M-V with the def2-TZVPD basis set) of a 3-piece molecular cluster, C5H14N2O2 overall.

```
! wB97M-V def2-TZVPD RIJCOSX def2/J DEFGRID3
* xyz 0 1
C -0.137 0.913 -0.832
C 0.575 0.226 0.183
C -0.982 -1.358 0.300
C 1.763 2.018 0.241
C -0.551 -2.615 1.015
N -1.263 1.585 -0.531
N 0.261 0.785 -2.112
O 1.682 -0.538 -0.186
O -1.945 -0.612 1.104
H 1.348 -1.447 -0.213
H -1.655 -0.651 2.023
H 0.316 0.393 1.218
H -1.498 -1.570 -0.638
H -1.779 1.183 0.252
H -1.823 1.945 -1.287
H 1.204 0.448 -2.238
H -0.100 1.406 -2.817
H 2.423 1.690 1.041
H 2.314 2.212 -0.678
H 1.127 2.850 0.536
H -1.396 -3.215 1.388
H 0.031 -3.261 0.350
H 0.087 -2.386 1.882
*
```

lowest unoccupied orbital energy (spin up / spin down): 0.0250 / 0.0250 Eh
HOMO level (spin up / spin down): -5.63 / -5.63 eV

Mulliken population analysis, charges in e, atoms 1 to 4: number 1, C, carries 0.437; number 2, C, carries -0.277; number 3, C, carries -0.191; number 4, C, carries -1.152

---

two:
The following is a DFT calculation (ωB97M-V with the def2-TZVPD basis set) of a 2-piece molecular cluster, C5H14N2O2 overall.

```
! wB97M-V def2-TZVPD RIJCOSX def2/J DEFGRID3
* xyz 0 1
C 0.789 -2.283 -1.344
N 0.735 -0.937 -0.741
C -0.223 -0.096 -1.421
C -0.348 1.319 -0.746
N -0.078 1.299 0.672
C -0.773 0.594 1.600
C -2.245 0.445 1.335
O -0.218 0.074 2.552
H -0.203 -2.720 -1.469
H 1.345 -2.930 -0.687
H 1.270 -2.201 -2.315
H 0.408 -1.097 0.205
H -1.172 -0.560 -1.709
H 0.193 0.202 -2.398
H -1.366 1.611 -0.944
H 0.362 1.982 -1.206
H 0.903 1.324 0.900
H -2.439 -0.119 0.422
H -2.791 1.395 1.318
H -2.766 -0.036 2.165
O 3.026 1.093 0.963
H 2.722 0.172 1.012
H 2.869 1.470 1.834
*
```

lowest unoccupied orbital energy: 0.0316 Eh
SMILES string: CNCCNC(C)=O.O
HOMO level: -9.40 eV

Mulliken population analysis, charges in e, atoms 1 to 4: number 1, C, carries -0.996; number 2, N, carries -0.222; number 3, C, carries -0.623; number 4, C, carries -0.781

---

So which one is most stable? That would be two, about 0.1775 hartree below the next structure.

---

one:
The following is a DFT calculation (ωB97M-V with the def2-TZVPD basis set) of a 2-piece molecular cluster, C5H12NO2 overall.

```
! wB97M-V def2-TZVPD RIJCOSX def2/J DEFGRID3
* xyz -1 1
C 1.783 -0.974 0.526
O 2.634 -1.743 1.178
C 0.643 -0.487 1.511
C -0.764 -0.228 0.933
C -0.906 1.250 0.627
C -2.233 1.787 -1.223
N -2.238 1.419 -0.010
H 2.282 0.021 0.101
H 1.434 -1.507 -0.401
H 0.967 0.417 2.051
H 0.643 -1.354 2.179
H -1.554 -0.630 1.598
H -0.833 -0.909 0.073
H -0.117 1.477 -0.103
H -0.808 1.958 1.429
H -3.193 1.711 -1.721
H -1.355 2.108 -1.785
H 1.155 -2.248 -2.229
H 1.361 -0.670 -2.095
O 1.098 -1.398 -2.640
*
```

lowest unoccupied orbital energy: 0.1312 Eh
HOMO level: -2.42 eV

Mulliken population analysis, charges in e, atoms 1 to 4: number 1, C, carries 0.513; number 2, O, carries -0.899; number 3, C, carries -0.688; number 4, C, carries -0.412

---

two:
The following is a DFT calculation (ωB97M-V with the def2-TZVPD basis set) of a 2-piece molecular cluster, C5H12NO2 overall.

```
! wB97M-V def2-TZVPD RIJCOSX def2/J DEFGRID3
* xyz -1 1
C -1.453 -0.723 -0.570
O -1.376 -2.006 -0.973
C -0.014 -0.075 -0.512
C 0.891 -1.069 0.230
C 1.528 -0.607 1.498
C 1.583 0.579 2.104
N 0.403 0.077 -1.925
H -1.875 -0.625 0.457
H -1.925 -0.085 -1.367
H 0.107 0.911 -0.050
H 0.224 -1.931 0.437
H 1.593 -1.523 -0.451
H 1.881 -1.439 2.107
H 1.355 1.523 1.606
H 1.972 0.639 3.117
H 1.415 0.132 -1.941
H 0.120 -0.791 -2.385
H -1.507 1.894 -0.453
H -2.774 2.584 -0.830
O -2.149 2.536 -0.100
*
```

lowest unoccupied orbital energy: 0.1428 Eh
HOMO level: -2.81 eV

Mulliken population analysis, charges in e, atoms 1 to 4: number 1, C, carries -0.732; number 2, O, carries -0.870; number 3, C, carries 0.528; number 4, C, carries -0.889

---

So which one is most stable? That would be two, about 0.0229 hartree below the next structure.

---

one:
The following is a DFT calculation (ωB97M-V with the def2-TZVPD basis set) of C5H12NO2 as an isolated structure.

```
! wB97M-V def2-TZVPD RIJCOSX def2/J DEFGRID3
* xyz -1 1
C -0.968 -0.462 -1.193
N 0.785 -0.385 -1.762
C 0.466 -0.032 -0.518
C 0.910 -0.977 0.606
O 0.820 -0.414 1.888
C 0.529 1.459 -0.074
O -0.139 1.705 1.074
C -2.099 0.170 -0.333
H -1.162 -0.184 -2.235
H -1.073 -1.523 -1.044
H 0.933 -4.086 -0.033
H 0.583 -4.557 -0.513
H 1.937 -1.263 0.377
H 0.316 -1.910 0.553
H 0.381 0.510 1.753
H 0.254 2.036 -0.969
H 1.632 1.616 0.012
H -1.881 0.002 0.713
H -2.282 1.215 -0.557
H -2.989 -0.424 -0.563
*
```

lowest unoccupied orbital energy: 0.1448 Eh
HOMO level: -2.94 eV

Mulliken population analysis, charges in e, atoms 1 to 4: number 1, C, carries -1.098; number 2, N, carries -0.992; number 3, C, carries 1.744; number 4, C, carries -0.448

---

two:
The following is a DFT calculation (ωB97M-V with the def2-TZVPD basis set) of a 2-piece molecular cluster, C5H12NO2 overall.

```
! wB97M-V def2-TZVPD RIJCOSX def2/J DEFGRID3
* xyz -1 1
C -0.744 1.365 -0.457
C -1.456 0.417 0.490
C -1.419 -1.034 0.047
C -0.881 0.530 1.906
H -0.618 2.378 -0.072
H 0.229 0.940 -0.707
H -1.242 1.439 -1.431
H -2.474 0.819 0.622
H -1.844 -1.645 0.850
H -0.379 -1.349 -0.135
H -2.019 -1.178 -0.856
H -0.814 1.554 2.287
H -1.496 -0.052 2.601
H 0.131 0.112 1.904
N 3.041 -0.291 -1.510
C 1.932 -0.913 -0.867
O 1.930 -0.859 0.387
O 1.085 -1.433 -1.632
H 3.878 -0.233 -0.958
H 3.160 -0.569 -2.468
*
```

lowest unoccupied orbital energy: 0.1554 Eh
HOMO level: -4.23 eV

Mulliken population analysis, charges in e, atoms 1 to 4: number 1, C, carries -1.160; number 2, C, carries 0.861; number 3, C, carries -1.175; number 4, C, carries -1.391

---

So which one is most stable? That would be two, about 0.2536 hartree below the next structure.